Molecular formula: C12H30AlN3O7
Method: DFT, the ωB97M-V functional and the def2-TZVPD basis

Geometry as ORCA input:
```
! wB97M-V def2-TZVPD RIJCOSX def2/J DEFGRID3
* xyz 1 2
Al 0.486 -0.762 0.033
N 2.292 -3.907 1.921
O 2.392 -4.082 3.151
O 2.959 -4.569 1.155
O 1.545 -3.079 1.474
C -1.387 0.032 3.265
O -0.394 0.619 2.386
C -0.431 2.042 2.569
C 0.529 2.804 1.629
N 0.376 2.400 0.225
C 1.047 3.358 -0.723
C 2.431 3.956 -0.321
O 3.415 3.006 -0.062
C 4.714 3.602 0.069
H -2.412 0.362 3.092
H -1.151 0.216 4.313
H -1.422 -1.053 3.177
H -0.144 2.419 3.551
H -1.447 2.413 2.442
H 1.550 2.674 1.987
H 0.303 3.869 1.693
H -0.609 2.585 0.103
H 0.336 4.174 -0.852
H 1.150 2.820 -1.665
H 2.422 4.714 0.462
H 2.805 4.491 -1.194
H 4.728 4.386 0.826
H 5.001 4.070 -0.872
H 5.379 2.769 0.297
C -1.420 -3.499 2.117
O -1.431 -2.927 0.817
C -2.301 -3.623 -0.031
C -2.334 -2.945 -1.403
N -0.907 -2.779 -1.906
C -0.835 -2.233 -3.247
C -1.436 -0.820 -3.466
O -0.915 0.081 -2.466
C -1.101 1.467 -2.854
H -2.351 -3.279 2.639
H -0.698 -2.922 2.694
H -0.968 -4.487 2.204
H -3.279 -3.661 0.449
H -1.938 -4.642 -0.168
H -2.821 -1.970 -1.379
H -2.930 -3.546 -2.090
H -0.606 -3.737 -2.009
H -1.400 -2.891 -3.908
H 0.228 -2.323 -3.468
H -2.521 -0.719 -3.499
H -1.181 -0.469 -4.466
H -0.723 2.055 -2.018
H -2.143 1.751 -3.007
H -0.452 1.787 -3.669
*
```

For the HOMO energy (spin up / spin down), the calculation gives -0.43091 / -0.43074 Ha. The LUMO energy (spin up / spin down) comes out at -0.1070 / -0.2590 hartree. The value obtained for the total energy is -1408.0634 Eh. The value obtained for the relative energy (zero: lowest compared OMol25 entry of this formula, charge and spin) is 0.0 kJ/mol.

Löwdin population analysis, charges in e, atoms 1 to 5: Al 1.08; N -0.58; O 0.23; O 0.24; O 0.04



Molecular formula: C12H30Cl6O9S3
Method: DFT, the ωB97M-V functional and the def2-TZVPD basis

Geometry as ORCA input:
```
! wB97M-V def2-TZVPD RIJCOSX def2/J DEFGRID3
* xyz 0 1
C 10.132 6.499 14.828
C 9.628 7.844 15.499
O 10.136 7.853 16.849
S 11.623 8.435 17.257
C 12.220 6.851 18.046
O 12.314 8.670 15.982
O 11.457 9.497 18.231
H 11.196 6.532 14.592
H 9.512 6.352 13.944
H 10.012 5.696 15.555
H 9.896 8.724 14.916
H 8.555 7.702 15.631
H 11.732 5.994 17.582
H 11.930 6.850 19.096
H 13.303 6.743 17.973
C 11.264 8.504 7.782
C 10.650 9.468 8.797
O 11.369 9.330 10.018
S 11.376 10.654 11.028
C 12.821 11.559 10.243
O 10.176 11.498 10.835
O 11.803 10.288 12.380
H 12.196 8.870 7.350
H 10.576 8.458 6.938
H 11.457 7.532 8.234
H 10.566 10.497 8.445
H 9.648 9.160 9.096
H 12.904 12.536 10.717
H 12.630 11.646 9.173
H 13.725 10.968 10.391
C 10.448 13.361 13.320
C 10.586 12.930 14.814
O 9.499 13.333 15.686
S 8.114 12.380 15.667
C 8.675 11.120 16.949
O 7.012 13.155 16.301
O 7.961 11.750 14.367
H 10.462 14.451 13.302
H 9.522 13.007 12.867
H 11.280 13.045 12.690
H 10.803 11.862 14.809
H 11.491 13.393 15.206
H 9.577 10.591 16.643
H 7.982 10.372 17.335
H 9.076 11.786 17.714
Cl 8.161 17.037 17.938
C 8.942 16.592 16.434
Cl 10.619 17.029 16.459
H 8.826 15.517 16.295
H 8.431 17.087 15.608
Cl 6.808 14.666 12.100
C 6.201 12.967 12.301
Cl 4.575 12.659 11.488
H 6.941 12.260 11.926
H 6.047 12.811 13.369
Cl 7.855 12.415 20.814
C 8.183 13.855 19.709
Cl 9.927 13.854 19.181
H 7.537 13.865 18.831
H 8.004 14.808 20.206
*
```

For the HOMO energy, the calculation gives -0.38775 Ha. As for the SMILES: CCOS(C)(=O)=O.CCOS(C)(=O)=O.CCOS(C)(=O)=O.ClCCl.ClCCl.ClCCl. The LUMO energy comes out at 0.0117 hartree. The value obtained for the total energy is -5107.9879 Eh. The value obtained for the relative energy (zero: lowest compared OMol25 entry of this formula, charge and spin) is 126.6 kJ/mol.

Löwdin population analysis, charges in e, atoms 1 to 5: C -0.06; C -0.23; O -0.32; S 0.67; C -0.09



Molecular formula: C12H30ClFNO3PS
Method: DFT, the ωB97M-V functional and the def2-TZVPD basis

Geometry as ORCA input:
```
! wB97M-V def2-TZVPD RIJCOSX def2/J DEFGRID3
* xyz 0 1
O -5.736 -0.115 -3.971
S -4.485 0.488 -3.713
O -3.818 1.325 -4.642
F -3.513 -0.691 -3.385
N -4.545 1.277 -2.279
P -3.307 2.327 -1.590
O -3.028 3.323 -2.819
Cl -1.591 1.178 -1.696
H -4.866 0.641 -1.552
H -3.605 3.228 -3.587
C 0.904 3.754 -1.030
C 2.402 3.808 -0.754
C 3.044 2.422 -0.687
C 2.489 1.508 0.409
C 2.582 2.072 1.825
C 4.012 2.336 2.283
H 0.372 3.226 -0.237
H 0.475 4.754 -1.106
H 0.706 3.233 -1.969
H 2.585 4.353 0.176
H 2.897 4.381 -1.542
H 4.124 2.534 -0.560
H 2.906 1.923 -1.651
H 3.027 0.555 0.370
H 1.444 1.270 0.189
H 2.111 1.362 2.512
H 1.998 2.994 1.899
H 4.606 1.421 2.250
H 4.034 2.711 3.308
H 4.506 3.078 1.654
C -2.063 -2.610 -0.740
C -1.208 -2.038 0.385
C 0.166 -2.697 0.505
C 0.137 -4.193 0.823
C -0.609 -4.560 2.105
C -0.002 -3.944 3.361
H -2.280 -3.669 -0.588
H -3.020 -2.089 -0.805
H -1.561 -2.503 -1.704
H -1.746 -2.118 1.334
H -1.061 -0.970 0.208
H 0.746 -2.171 1.268
H 0.709 -2.552 -0.435
H 1.169 -4.551 0.899
H -0.307 -4.737 -0.015
H -0.610 -5.649 2.205
H -1.659 -4.265 2.024
H 1.039 -4.252 3.481
H -0.547 -4.253 4.254
H -0.024 -2.853 3.327
*
```

For the HOMO energy, the calculation gives -0.38281 Ha. As for the SMILES: O=S(=O)(F)NP(O)Cl.CCCCCC.CCCCCC. The LUMO energy comes out at 0.0153 hartree. The value obtained for the total energy is -2055.3588 Eh.

Löwdin population analysis, charges in e, atoms 1 to 5: O -0.23; S 0.51; O -0.25; F -0.17; N -0.35



Molecular formula: C12H30LiNO4
Method: DFT, the ωB97M-V functional and the def2-TZVPD basis

Geometry as ORCA input:
```
! wB97M-V def2-TZVPD RIJCOSX def2/J DEFGRID3
* xyz 0 1
Li 14.628 3.389 -28.953
C 14.518 6.899 -30.486
C 14.175 5.452 -30.907
C 13.877 5.339 -32.410
O 15.017 4.510 -30.417
H 13.984 7.575 -31.168
H 15.574 7.121 -30.676
H 14.249 7.127 -29.457
H 13.154 5.318 -30.433
H 13.451 4.339 -32.542
H 14.806 5.343 -32.993
H 13.201 6.099 -32.797
C 17.459 6.044 -25.841
O 16.116 5.662 -25.848
C 15.510 5.729 -27.127
C 14.153 5.066 -26.998
N 14.283 3.621 -26.944
C 13.024 2.914 -26.689
C 12.011 2.975 -27.825
O 12.651 2.806 -29.077
C 11.812 2.520 -30.161
H 17.618 7.131 -25.826
H 18.009 5.700 -26.730
H 17.926 5.602 -24.962
H 16.139 5.233 -27.874
H 15.402 6.781 -27.412
H 13.540 5.397 -27.845
H 13.689 5.515 -26.106
H 14.961 3.374 -26.234
H 12.543 3.261 -25.767
H 13.279 1.857 -26.583
H 11.465 3.927 -27.830
H 11.309 2.150 -27.657
H 11.233 1.600 -30.006
H 12.442 2.398 -31.039
H 11.098 3.330 -30.351
C 15.768 -0.292 -30.886
C 14.907 0.410 -29.846
C 14.530 -0.534 -28.738
O 15.684 1.470 -29.213
H 15.961 0.339 -31.755
H 15.276 -1.206 -31.218
H 16.732 -0.560 -30.448
H 14.057 0.905 -30.313
H 15.410 -0.737 -28.127
H 14.182 -1.476 -29.166
H 13.764 -0.161 -28.057
H 16.402 1.749 -29.790
*
```

For the HOMO energy, the calculation gives -0.25664 Ha. The LUMO energy comes out at 0.0166 hartree. The value obtained for the total energy is -838.4616 Eh. The value obtained for the relative energy (zero: lowest compared OMol25 entry of this formula, charge and spin) is 18.8 kJ/mol.

Löwdin population analysis, charges in e, atoms 1 to 5: Li 0.59; C -0.07; C -0.70; C -0.08; O -0.36



Molecular formula: C12H30O14S4
Method: DFT, the ωB97M-V functional and the def2-TZVPD basis

Geometry as ORCA input:
```
! wB97M-V def2-TZVPD RIJCOSX def2/J DEFGRID3
* xyz 0 1
O 3.392 -3.608 2.998
C 2.508 -3.395 2.280
O 2.184 -4.312 1.309
C 1.715 -2.109 2.400
C 1.120 -1.615 1.069
O -0.293 -1.851 0.889
S -0.795 -3.317 1.387
O -1.394 -3.994 0.284
O -2.054 -2.826 2.332
H 2.689 -4.136 0.505
H 2.458 -1.373 2.685
H 0.996 -2.144 3.214
H 1.231 -0.539 1.076
H 1.686 -1.988 0.220
H -2.195 -3.481 3.030
O 3.666 -0.114 1.058
S 4.711 0.811 1.394
O 4.406 2.153 1.781
O 5.774 0.832 0.211
C 5.311 1.149 -1.120
C 4.977 2.617 -1.290
C 5.748 0.091 2.621
H 4.459 0.516 -1.377
H 6.125 0.882 -1.790
H 4.128 2.905 -0.672
H 4.720 2.832 -2.327
H 5.820 3.242 -0.994
H 6.005 -0.922 2.322
H 5.182 0.079 3.551
H 6.636 0.706 2.734
O -8.134 -3.675 -0.042
S -7.344 -3.890 -1.215
O -6.891 -5.199 -1.567
O -6.106 -2.890 -1.190
C -5.224 -2.926 -0.047
C -4.334 -4.151 -0.029
C -8.164 -3.188 -2.608
H -5.807 -2.845 0.872
H -4.607 -2.032 -0.117
H -4.920 -5.063 0.095
H -3.630 -4.094 0.790
H -3.783 -4.245 -0.963
H -8.489 -2.181 -2.361
H -9.022 -3.821 -2.826
H -7.480 -3.185 -3.453
O 1.272 3.584 -2.130
S 0.474 3.974 -1.007
O -0.910 3.629 -0.933
O 0.635 5.546 -0.788
C 0.317 6.418 -1.888
C -1.175 6.521 -2.139
C 1.267 3.459 0.478
H 0.849 6.095 -2.785
H 0.708 7.398 -1.618
H -1.589 5.568 -2.465
H -1.380 7.258 -2.916
H -1.701 6.808 -1.228
H 2.315 3.744 0.440
H 1.173 2.376 0.534
H 0.766 3.919 1.326
*
```

For the HOMO energy, the calculation gives -0.36465 Ha. The LUMO energy comes out at 0.0077 hartree. The value obtained for the total energy is -3121.2670 Eh. The value obtained for the relative energy (zero: lowest compared OMol25 entry of this formula, charge and spin) is 37.9 kJ/mol.

Löwdin population analysis, charges in e, atoms 1 to 5: O 0.17; C -0.54; O 0.06; C -0.10; C -0.22



Molecular formula: C12H31AsF6N2O6Zn
Method: DFT, the ωB97M-V functional and the def2-TZVPD basis

Geometry as ORCA input:
```
! wB97M-V def2-TZVPD RIJCOSX def2/J DEFGRID3
* xyz 0 1
Zn 0.509 -0.705 0.522
O 1.650 -0.199 1.979
H 1.894 0.594 2.415
As -2.304 -1.732 -1.907
F -3.316 -1.479 -0.506
F -1.955 -3.333 -1.333
F -1.185 -1.970 -3.219
F -2.618 -0.116 -2.495
F -0.928 -1.086 -0.965
F -3.666 -2.308 -2.811
C 3.764 0.426 -1.354
C 2.472 1.119 -0.916
C 2.306 2.431 -1.668
O 0.934 2.820 -1.552
C 0.627 4.001 -2.258
N 1.352 0.179 -1.193
H 3.763 -0.651 -1.201
H 4.620 0.871 -0.838
H 4.014 0.561 -2.414
H 2.640 1.319 0.139
H 2.448 2.267 -2.749
H 3.006 3.218 -1.374
H -0.396 4.314 -2.049
H 0.669 3.801 -3.335
H 1.274 4.826 -1.949
H 1.485 -0.196 -2.136
H 0.590 0.821 -1.454
C 1.253 -4.865 0.976
C 0.559 -3.537 0.631
C -0.404 -3.128 1.751
O -0.881 -1.824 1.497
C -1.908 -1.434 2.394
N 1.567 -2.481 0.335
H 0.571 -5.542 1.490
H 2.105 -4.701 1.641
H 1.681 -5.282 0.065
H -0.035 -3.650 -0.278
H 0.160 -3.107 2.695
H -1.115 -3.954 1.825
H -2.711 -2.170 2.321
H -2.354 -0.472 2.163
H -1.534 -1.407 3.421
H 2.215 -2.468 1.124
H 2.083 -2.806 -0.475
C -3.970 1.418 0.222
C -2.874 2.268 -0.395
O -2.033 2.912 0.558
C -1.001 2.259 1.055
O -0.656 1.143 0.752
O -0.423 3.138 1.862
C 0.860 2.912 2.408
H -4.304 0.757 -0.579
H -4.852 1.982 0.520
H -3.589 0.828 1.052
H -3.382 3.027 -0.995
H -2.266 1.733 -1.121
H 1.592 2.599 1.667
H 0.797 2.198 3.229
H 1.198 3.863 2.814
*
```

For the HOMO energy, the calculation gives -0.33123 Ha. The LUMO energy comes out at 0.0102 hartree. The value obtained for the total energy is -5651.2366 Eh. The value obtained for the relative energy (zero: lowest compared OMol25 entry of this formula, charge and spin) is 0.0 kJ/mol.

Löwdin population analysis, charges in e, atoms 1 to 5: Zn 0.58; O -0.35; H -0.10; As 0.78; F -0.24



Molecular formula: C12H31BrNO4
Method: DFT, the ωB97M-V functional and the def2-TZVPD basis

Geometry as ORCA input:
```
! wB97M-V def2-TZVPD RIJCOSX def2/J DEFGRID3
* xyz -1 1
Br 2.277 -0.469 -0.821
C -1.545 -2.096 -0.148
C -2.218 -0.772 0.403
C -2.380 -0.710 1.926
C -2.682 0.624 2.503
C -1.651 1.647 2.105
C -1.447 1.717 0.596
N -1.236 0.366 0.128
O -1.171 0.495 -1.269
C -2.653 2.445 0.022
C -0.204 2.463 0.158
C -3.635 -0.563 -0.206
H -0.522 -2.153 0.165
H -1.613 -2.034 -1.250
H -2.311 -2.865 0.140
H -3.088 -1.512 2.119
H -1.380 -1.028 2.269
H -2.605 0.506 3.573
H -3.711 0.951 2.288
H -0.702 1.433 2.486
H -1.961 2.649 2.382
H -2.837 2.145 -1.017
H -3.518 2.447 0.640
H -2.406 3.483 -0.012
H -0.274 2.509 -0.900
H -0.091 3.495 0.589
H 0.633 1.904 0.394
H -3.559 -0.078 -1.200
H -4.158 0.101 0.450
H -4.220 -1.463 -0.256
H -0.337 0.192 -1.565
C 5.719 -0.998 -1.698
O 5.544 0.045 -0.801
H 5.295 -0.788 -2.672
H 6.826 -1.172 -1.648
H 5.275 -1.928 -1.285
H 4.569 0.033 -0.641
C 1.691 -1.697 -4.434
O 0.923 -2.099 -3.384
H 2.608 -2.241 -4.538
H 1.108 -1.692 -5.334
H 2.014 -0.616 -4.330
H 1.342 -1.867 -2.495
C 2.527 0.074 3.032
O 1.814 -1.000 2.475
H 3.451 -0.324 3.512
H 2.841 0.768 2.303
H 1.918 0.626 3.739
H 1.744 -0.953 1.507
*
```

For the HOMO energy, the calculation gives -0.20136 Ha. The LUMO energy comes out at 0.1101 hartree. The value obtained for the total energy is -3405.5513 Eh. The value obtained for the relative energy (zero: lowest compared OMol25 entry of this formula, charge and spin) is 22.3 kJ/mol.

Löwdin population analysis, charges in e, atoms 1 to 5: Br 0.10; C 0.00; C -0.46; C -0.16; C -0.19



Molecular formula: C12H31Cl2O2P2V
Method: DFT, the ωB97M-V functional and the def2-TZVPD basis

Geometry as ORCA input:
```
! wB97M-V def2-TZVPD RIJCOSX def2/J DEFGRID3
* xyz 2 3
C 3.576 0.947 -3.611
C 2.558 0.729 -2.565
H 3.375 0.315 -4.488
H 4.575 0.707 -3.211
H 3.567 2.006 -3.917
O 1.543 0.036 -2.612
Cl 2.969 1.736 -1.007
V 1.136 0.783 -0.138
P 1.823 -1.476 0.403
C 0.809 -2.940 0.033
C 3.423 -1.925 -0.336
H 3.669 -2.951 -0.034
H 2.697 -2.549 2.394
H 4.199 -1.237 0.013
H 2.696 -0.754 2.539
H 0.553 -2.928 -1.034
H 3.359 -1.874 -1.429
C 2.132 -1.629 2.195
H 1.382 -3.850 0.261
H 1.170 -1.652 2.723
H -0.114 -2.915 0.623
P -0.706 2.077 -0.995
C -2.243 1.437 -1.722
C -1.290 3.270 0.255
H 0.834 3.603 -2.106
H -0.883 3.906 -2.543
H 0.000 2.518 -3.258
C -0.124 3.134 -2.359
H -0.428 3.775 0.704
H -1.953 4.003 -0.223
H -2.887 2.280 -2.011
H -2.769 0.796 -1.005
H -1.826 2.732 1.047
H -1.987 0.848 -2.612
Cl 1.187 1.640 1.953
C -2.715 0.358 2.976
C -1.453 -0.378 2.599
O -1.298 -0.598 1.184
C -2.433 -1.242 0.587
C -2.814 -2.569 1.214
H -2.862 1.260 2.372
H -2.630 0.664 4.024
H -3.597 -0.285 2.891
H -0.570 0.207 2.882
H -1.392 -1.354 3.104
H -3.290 -0.553 0.642
H -2.166 -1.373 -0.471
H -3.037 -2.475 2.283
H -3.723 -2.926 0.718
H -2.042 -3.331 1.070
*
```

For the HOMO energy (spin up / spin down), the calculation gives -0.57926 / -0.57904 Ha. The LUMO energy (spin up / spin down) comes out at -0.3049 / -0.2735 hartree. The value obtained for the total energy is -3172.8756 Eh.

Löwdin population analysis, charges in e, atoms 1 to 5: C -0.02; C -0.62; H 0.13; H 0.12; H 0.12



Strongest force on any atom list, top to bottom, in eV/A: 2.33; 3.53; 0.68; 1.66; 3.86; 2.37; 3.30; 4.45